#one
Molecular formula: C2H7ClSi2
Method: DFT, wB97M-V/def2-TZVPD

Properties
orbital gap: 7.602 eV
total charge: 0
M: 122.70 g mol⁻¹

XYZ file:
```
12
Properties=species:S:1:pos:R:3:lowdin_charge:R:1
C -0.33 -0.07 0.29 -0.34
C 1.13 0.41 -0.23 -0.39
Si -1.78 -1.92 0.74 0.75
Si 1.91 1.88 -0.95 0.31
Cl 1.22 3.15 -2.44 0.15
H -0.99 0.52 -0.33 -0.02
H -0.60 0.26 1.33 0.01
H 1.84 -0.16 0.25 -0.06
H -2.64 -0.82 0.58 -0.12
H -1.51 -2.34 2.12 -0.11
H -1.74 -2.91 -0.34 -0.12
H 3.48 2.01 -1.01 -0.06
```



#two
Molecular formula: C2H7ClSi2
Method: DFT, wB97M-V/def2-TZVPD

Properties
orbital gap: 7.255 eV
total charge: 0
M: 122.70 g mol⁻¹

XYZ file:
```
12
Properties=species:S:1:pos:R:3:lowdin_charge:R:1
C 1.55 -0.24 0.50 -0.25
C -1.11 0.38 -0.46 -0.52
Si -0.18 -1.06 0.52 0.54
Si -0.22 1.96 -0.16 0.25
Cl -0.64 3.36 1.16 0.31
H 2.07 -0.25 1.45 -0.06
H 2.28 -0.09 -0.24 -0.07
H -1.07 0.28 -1.66 0.08
H -2.10 0.47 -0.22 -0.05
H -0.39 -2.31 -0.18 -0.08
H -0.76 -1.03 1.72 -0.09
H 0.37 2.57 -1.35 -0.06
```



Which one is most stable, and which one is least stable? #two is the most stable of them, while #one is the least stable.



#one
Molecular formula: C5H4N2S
Method: DFT, wB97M-V/def2-TZVPD

Properties
orbital gap: 9.061 eV
SMILES: N#Cc1c[nH]cc1S
total charge: 0
M: 124.17 g mol⁻¹

XYZ file:
```
12
Properties=species:S:1:pos:R:3:lowdin_charge:R:1
N 2.66 1.85 0.00 0.15
C 1.63 1.30 -0.01 -0.21
C 0.42 0.58 0.00 -0.26
C -0.86 1.11 -0.01 -0.06
N -1.74 0.09 -0.01 0.02
C -1.06 -1.12 -0.01 -0.12
C 0.29 -0.85 0.00 -0.59
S 1.57 -2.04 0.00 0.81
H -1.18 2.15 0.02 0.14
H -2.75 0.16 0.00 0.16
H -1.56 -2.03 0.00 0.10
H 2.59 -1.19 0.02 -0.15
```



#two
Molecular formula: C5H4N2S
Method: DFT, wB97M-V/def2-TZVPD

Properties
orbital gap: 9.579 eV
total charge: 0
M: 124.17 g mol⁻¹

XYZ file:
```
12
Properties=species:S:1:pos:R:3:lowdin_charge:R:1
C 0.72 -1.02 0.36 -0.17
C 2.09 -0.80 0.48 -0.38
C 0.89 1.26 -0.29 -0.44
C 0.12 0.17 -0.08 -0.19
C -2.04 0.13 -0.52 -0.19
N -2.97 0.85 0.29 0.07
N -2.89 -0.35 0.50 0.06
S 2.54 0.83 0.01 0.95
H 0.27 -1.87 0.61 0.05
H 2.93 -1.34 0.85 0.05
H 0.51 2.26 -0.60 0.08
H -2.18 -0.13 -1.60 0.09
```



#three
Molecular formula: C5H4N2S
Method: DFT, wB97M-V/def2-TZVPD

Properties
orbital gap (spin up / spin down): 8.498 / 8.497 eV
SMILES: CC(=S)C(C#N)C#N
total charge: 0
M: 124.17 g mol⁻¹

XYZ file:
```
12
Properties=species:S:1:pos:R:3:lowdin_charge:R:1
C 0.36 -0.04 -1.09 -0.09
C 0.87 -0.43 0.27 -0.80
S 1.36 -1.94 0.67 0.77
C 0.87 0.60 1.39 -0.31
C -0.45 0.95 1.89 -0.21
N -1.41 1.12 2.43 0.20
C 1.51 1.95 0.93 -0.16
N 1.81 3.03 0.65 0.17
H 0.35 1.04 -1.01 0.06
H 0.94 -0.44 -1.88 0.07
H -0.76 -0.41 -0.96 0.15
H 1.58 0.23 2.20 0.15
```



Which one is most stable, and which one is least stable? #one is the most stable of them, while #two is the least stable.



#one
Molecular formula: C5H14O2
Method: DFT, wB97M-V/def2-TZVPD

Properties
orbital gap: 11.181 eV
SMILES: CC(C)CCO.O
total charge: 0
M: 106.16 g mol⁻¹

XYZ file:
```
21
Properties=species:S:1:pos:R:3:lowdin_charge:R:1
C -0.95 0.02 -1.69 -0.08
C 0.28 -0.24 -0.85 -0.44
C -0.02 -1.26 0.25 -0.07
C 0.82 1.06 -0.28 -0.18
C 2.02 0.95 0.64 -0.27
O 3.05 0.22 -0.03 -0.07
H -0.81 0.85 -2.37 0.07
H -1.25 -0.82 -2.32 0.08
H -1.80 0.27 -1.06 0.07
H 1.05 -0.72 -1.46 0.13
H -0.83 -0.94 0.91 0.07
H 0.85 -1.49 0.87 0.07
H -0.33 -2.21 -0.18 0.08
H 1.09 1.78 -1.06 0.12
H 0.03 1.57 0.29 0.13
H 2.37 1.95 0.89 0.11
H 1.76 0.42 1.56 0.11
H 3.76 0.06 0.60 0.09
O -4.09 -0.53 1.64 -0.06
H -3.29 -0.49 1.09 0.01
H -3.74 -0.43 2.54 0.03
```



#two
Molecular formula: C5H14O2
Method: DFT, wB97M-V/def2-TZVPD

Properties
orbital gap: 10.799 eV
SMILES: CC(C)CCO.O
total charge: 0
M: 106.16 g mol⁻¹

XYZ file:
```
21
Properties=species:S:1:pos:R:3:lowdin_charge:R:1
C -0.46 -0.67 1.11 -0.06
C -0.24 0.61 0.27 -0.40
C -1.45 0.80 -0.64 -0.11
C 1.10 0.77 -0.50 -0.16
C 2.38 0.87 0.35 -0.25
O 2.55 -0.18 1.30 -0.08
H -0.66 -1.47 0.38 0.06
H 0.36 -0.93 1.78 0.06
H -1.34 -0.54 1.74 0.09
H -0.30 1.51 0.91 0.13
H -1.78 1.82 -0.75 0.07
H -2.38 0.36 -0.27 0.07
H -1.35 0.48 -1.68 0.08
H 1.16 -0.13 -1.14 0.12
H 1.11 1.62 -1.20 0.12
H 3.32 0.84 -0.20 0.11
H 2.31 1.83 0.88 0.12
H 1.95 -0.88 1.06 0.04
O -1.95 -2.54 -0.93 -0.07
H -1.94 -2.44 -1.89 0.05
H -2.39 -1.73 -0.58 0.03
```



#three
Molecular formula: C5H14O2
Method: DFT, wB97M-V/def2-TZVPD

Properties
orbital gap: 10.924 eV
SMILES: CC(C)CCO.O
total charge: 0
M: 106.16 g mol⁻¹

XYZ file:
```
21
Properties=species:S:1:pos:R:3:lowdin_charge:R:1
C 1.44 -0.85 -0.07 -0.09
C 1.20 0.40 0.71 -0.45
C 1.43 0.14 2.20 -0.08
C -0.15 1.11 0.45 -0.20
C -0.17 2.47 -0.19 -0.21
O 0.32 3.42 0.84 -0.11
H 1.13 -0.85 -1.16 0.10
H 2.43 -1.21 0.05 0.07
H 0.61 -1.46 0.30 0.09
H 1.88 1.24 0.46 0.13
H 2.36 0.65 2.44 0.07
H 1.61 -0.91 2.36 0.07
H 0.79 0.50 3.00 0.08
H -0.78 0.33 -0.05 0.12
H -0.83 1.16 1.35 0.13
H 0.69 2.56 -0.89 0.12
H -1.10 2.83 -0.63 0.12
H 0.53 2.97 1.66 0.06
O -3.57 -5.50 -3.45 -0.07
H -3.18 -5.15 -2.62 0.04
H -2.85 -5.60 -4.08 0.03
```



#four
Molecular formula: C5H14O2
Method: DFT, wB97M-V/def2-TZVPD

Properties
orbital gap: 8.266 eV
SMILES: CC=C(C)C.O.O
total charge: 0
M: 106.16 g mol⁻¹

XYZ file:
```
21
Properties=species:S:1:pos:R:3:lowdin_charge:R:1
C -0.01 -1.40 -2.04 -0.09
C -0.23 -0.59 -0.76 -0.14
C 0.47 0.41 -0.15 -0.38
C 0.68 0.14 1.36 -0.06
C 0.78 1.69 -0.73 -0.06
H -0.09 -2.39 -1.79 0.04
H 1.16 -1.48 -2.29 0.12
H -0.51 -1.04 -2.85 0.03
H -1.12 -1.05 -0.32 0.11
H 1.57 0.33 1.86 0.05
H 0.03 1.02 1.60 0.09
H 0.33 -0.90 1.58 0.10
H -0.16 2.15 -0.70 0.07
H 1.39 2.28 0.00 0.09
H 1.21 1.69 -1.76 0.11
O 2.21 -2.41 0.00 -0.03
H 2.12 -1.55 0.47 0.03
H 1.74 -2.15 -0.75 -0.07
O -4.15 1.48 2.29 -0.09
H -4.02 1.96 3.18 0.08
H -3.40 1.83 1.80 0.01
```



Which one is most stable, and which one is least stable? #one is the most stable of them, while #four is the least stable.



#one
Molecular formula: C4H14N4
Method: DFT, wB97M-V/def2-TZVPD

Properties
orbital gap: 10.110 eV
total charge: +2
M: 118.18 g mol⁻¹

XYZ file:
```
22
Properties=species:S:1:pos:R:3:lowdin_charge:R:1
C -0.97 1.12 -0.59 -0.05
C -1.89 -0.46 0.86 -0.07
C -0.28 -0.22 -0.86 -0.11
C 1.43 -0.24 0.25 -0.22
N -1.06 -1.10 -0.18 -0.01
N 1.93 0.96 0.58 0.01
N -2.19 0.80 0.19 0.12
N 2.60 -1.06 -0.57 0.22
H -0.38 1.79 -0.04 0.11
H -1.05 1.63 -1.50 0.14
H -2.70 -1.15 1.06 0.16
H -1.38 -0.24 1.72 0.11
H -0.11 -0.42 -1.86 0.12
H 1.18 -0.76 1.24 0.16
H -0.80 -2.03 0.13 0.16
H 2.55 1.21 1.39 0.16
H 2.01 1.62 -0.19 0.11
H -2.29 1.60 0.89 0.24
H -2.99 0.75 -0.41 0.20
H 2.45 -1.02 -1.53 0.12
H 2.62 -2.03 -0.16 0.18
H 3.42 -0.52 -0.21 0.17
```



#two
Molecular formula: C4H14N4
Method: DFT, wB97M-V/def2-TZVPD

Properties
orbital gap: 10.252 eV
total charge: +2
M: 118.18 g mol⁻¹

XYZ file:
```
22
Properties=species:S:1:pos:R:3:lowdin_charge:R:1
C 2.17 1.12 -1.68 -0.10
C 0.17 2.22 -2.46 -0.08
C 1.01 0.64 -0.90 -0.03
C -1.07 -1.85 1.91 -0.22
N -0.02 1.26 -1.35 0.01
N -2.03 -0.90 2.13 0.05
N 1.63 2.16 -2.70 0.11
N -0.93 -2.93 3.10 0.19
H 2.90 1.58 -1.02 0.13
H 2.65 0.29 -2.19 0.13
H -0.41 1.91 -3.33 0.15
H -0.15 3.22 -2.15 0.15
H -0.07 -1.42 1.83 0.13
H -1.29 -2.46 1.03 0.13
H -0.96 1.13 -0.99 0.15
H -3.00 -1.18 2.07 0.11
H -1.85 -0.20 2.83 0.11
H 2.08 3.06 -2.55 0.19
H 1.84 1.86 -3.66 0.19
H -0.16 -3.59 2.90 0.16
H -1.80 -3.47 3.21 0.16
H -0.73 -2.46 3.99 0.16
```



Which one is most stable, and which one is least stable? #two is the most stable of them, while #one is the least stable.



#one
Molecular formula: C4H10O2S
Method: DFT, wB97M-V/def2-TZVPD

Properties
orbital gap: 9.438 eV
SMILES: CO[C@@](C)(O)SC
total charge: 0
M: 122.19 g mol⁻¹

XYZ file:
```
17
Properties=species:S:1:pos:R:3:lowdin_charge:R:1
C -1.46 1.61 0.43 -0.15
O -1.55 0.22 0.57 -0.20
C -0.36 -0.54 0.06 -0.74
C -0.61 -2.08 0.36 -0.02
O -0.23 -0.38 -1.35 -0.03
S 1.17 -0.01 0.90 0.90
C 2.41 0.51 -0.31 -0.39
H -0.87 2.01 1.29 0.08
H -2.46 1.89 0.84 0.10
H -1.12 1.98 -0.55 0.10
H -1.39 -2.11 1.12 0.09
H 0.26 -2.42 0.80 0.02
H -0.76 -2.48 -0.63 0.08
H -1.04 -0.18 -1.70 0.06
H 3.45 0.59 0.00 0.03
H 2.11 1.55 -0.65 0.04
H 2.43 -0.16 -1.17 0.03
```



#two
Molecular formula: C4H10O2S
Method: DFT, wB97M-V/def2-TZVPD

Properties
orbital gap: 9.778 eV
SMILES: O=CCCCS.O
total charge: 0
M: 122.19 g mol⁻¹

XYZ file:
```
17
Properties=species:S:1:pos:R:3:lowdin_charge:R:1
O -2.14 -1.02 -1.58 0.02
C -1.54 0.03 -1.72 -0.24
C -0.71 0.49 -0.54 -0.21
C -1.11 -0.20 0.77 -0.30
C -0.04 -0.14 1.91 -0.50
S 1.31 -1.16 1.18 0.70
H -1.39 0.47 -2.73 0.13
H -0.78 1.61 -0.50 0.13
H 0.32 0.32 -0.85 0.04
H -2.04 0.23 1.11 0.11
H -1.30 -1.25 0.53 0.09
H -0.29 -0.66 2.81 0.04
H 0.01 0.94 2.16 0.09
H 2.29 -0.79 2.10 -0.12
O 2.14 0.48 -1.87 -0.09
H 2.64 -0.32 -1.62 0.04
H 2.61 0.97 -1.16 0.05
```



Which one is most stable, and which one is least stable? #two is the most stable of them, while #one is the least stable.



#one
Molecular formula: Br2H2O2Si
Method: DFT, wB97M-V/def2-TZVPD

Properties
orbital gap: 8.905 eV
total charge: 0
M: 221.91 g mol⁻¹

XYZ file:
```
7
Properties=species:S:1:pos:R:3:lowdin_charge:R:1
O 0.34 0.90 1.65 -0.38
O 0.00 0.83 -1.42 -0.20
Si -0.11 -0.45 -0.49 -0.27
Br 1.44 -1.94 -0.80 0.43
Br -2.08 -1.33 -0.32 0.43
H 0.21 0.31 2.39 -0.09
H 0.19 1.68 -1.01 0.08
```



#two
Molecular formula: Br2H2O2Si
Method: DFT, wB97M-V/def2-TZVPD

Properties
orbital gap: 8.365 eV
total charge: 0
M: 221.91 g mol⁻¹

XYZ file:
```
7
Properties=species:S:1:pos:R:3:lowdin_charge:R:1
O 1.84 -0.38 1.15 -0.33
O -1.30 -0.77 -0.32 -0.23
Si -0.17 0.36 -0.51 -0.23
Br -1.01 2.28 0.08 0.41
Br 0.51 0.57 -2.57 0.41
H 1.34 -0.52 1.92 -0.13
H -1.20 -1.54 0.26 0.09
```



Which one is most stable, and which one is least stable? #one is the most stable of them, while #two is the least stable.